[1]
The following is a quantum chemistry calculation of an isolated molecule of C9H14FNO2, from the Open Molecules 2025 dataset.

Structure (XYZ):
```
27
Properties=species:S:1:pos:R:3:lowdin_charge:R:1
C -3.46 -0.76 -0.33 -0.038
C -3.39 0.64 -0.65 -0.032
C -2.37 -1.02 0.47 -0.394
C -2.25 1.16 -0.05 -0.364
C 0.56 -0.93 -0.82 -0.044
C 1.16 1.57 -0.52 -0.042
C 2.34 -0.23 0.65 -0.053
C -0.09 0.20 1.22 -0.126
C 0.97 0.20 0.10 -0.583
N -1.69 0.17 0.64 0.113
O -1.92 -2.17 1.04 0.063
O -1.83 2.46 -0.18 0.056
F -0.16 1.21 2.14 0.035
H -4.27 -1.61 -0.38 0.136
H -3.98 1.10 -1.34 0.070
H 1.49 -1.47 -1.21 0.111
H -0.30 -0.78 -1.53 0.113
H 0.17 -1.70 -0.11 0.083
H 1.12 2.38 0.23 0.089
H 0.27 1.79 -1.28 0.126
H 2.08 1.58 -1.12 0.085
H 2.48 0.38 1.51 0.068
H 2.95 0.04 -0.16 0.068
H 2.44 -1.24 1.19 0.129
H 0.13 -0.71 1.77 0.145
H -2.62 -2.79 1.00 0.095
H -1.22 2.68 0.54 0.093
```

Output
Highest occupied orbital energy (eV): -7.2
Spin multiplicity: 1
SMILES: CC(C)(C)[C@@H](F)n1c(O)ccc1O
Calculated total energy (eV): -17860.1182
Relative energy (zero: lowest compared OMol25 entry of this formula, charge and spin) (kcal/mol): 8.96
Orbital gap (eV): 7.801

=====

[2]
The following is a quantum chemistry calculation of a 2-piece molecular cluster, C9H14FNO2 overall, from the Open Molecules 2025 dataset.

Structure (XYZ):
```
27
Properties=species:S:1:pos:R:3:lowdin_charge:R:1
C 2.73 -0.75 -0.53 -0.216
C 0.33 -1.33 -0.15 -0.282
C -0.29 2.89 1.50 -0.093
C -2.11 -3.23 1.05 -0.050
C 1.09 1.74 -1.91 -0.078
C -0.30 2.53 0.01 -0.191
C -1.93 -1.87 0.41 -0.271
C 0.83 2.09 -0.43 -0.215
C 1.55 -0.73 0.18 -0.244
N 3.82 -0.68 -0.90 0.184
O 0.02 -1.86 -1.35 0.076
O -0.71 -1.34 0.70 0.002
F 1.67 -0.25 1.47 0.048
H -0.46 2.07 2.25 0.090
H -1.15 3.53 1.62 0.051
H 0.70 3.33 1.48 0.063
H -2.92 -3.19 1.71 0.042
H -2.18 -4.07 0.27 0.105
H -1.12 -3.45 1.53 0.098
H 1.89 2.42 -2.09 0.059
H 1.60 0.80 -2.13 0.042
H 0.34 1.99 -2.65 0.077
H 0.87 -2.24 -1.82 0.200
H -1.15 2.51 -0.66 0.102
H -2.76 -1.23 0.85 0.144
H -1.99 -1.86 -0.72 0.135
H 1.64 2.18 0.33 0.123
```

Output
Highest occupied orbital energy (eV): -8.7
Spin multiplicity: 1
SMILES: CCO/C(O)=C(\F)C#N.C/C=C/C
Calculated total energy (eV): -17858.4685
Relative energy (zero: lowest compared OMol25 entry of this formula, charge and spin) (kcal/mol): 47.01
Orbital gap (eV): 8.940

=====

[3]
The following is a quantum chemistry calculation of a 2-piece molecular cluster, C9H14FNO3 overall, from the Open Molecules 2025 dataset.

Structure (XYZ):
```
28
Properties=species:S:1:pos:R:3:lowdin_charge:R:1
C 2.00 0.81 1.35 -0.203
C 0.95 1.63 -0.65 -0.422
C -1.44 -1.66 -1.55 -0.082
C -0.89 -2.77 1.77 -0.074
C 0.77 4.09 -0.54 -0.075
C -1.38 -0.40 -0.72 -0.167
C 0.08 -1.74 1.11 -0.173
C 1.49 0.54 0.09 -0.248
C -0.61 -0.51 0.60 -0.174
N 2.47 1.12 2.33 0.208
O 0.61 1.56 -1.85 0.053
O 1.95 -0.46 -0.81 0.020
O 1.06 2.85 0.03 -0.081
F -0.97 0.35 1.60 0.068
H -1.98 -1.24 -2.38 0.083
H -2.04 -2.46 -1.11 0.084
H -0.47 -1.98 -1.79 0.057
H -1.08 -3.51 1.08 0.022
H -0.46 -3.44 2.59 0.108
H -1.80 -2.39 2.13 0.062
H 1.34 4.75 0.15 0.101
H -0.35 4.39 -0.58 0.116
H 1.20 4.08 -1.60 0.110
H -2.46 -0.18 -0.60 0.135
H -1.03 0.51 -1.31 0.116
H 0.76 -1.49 1.98 0.128
H 0.76 -2.25 0.33 0.146
H 1.54 -0.20 -1.64 0.082
```

Output
Highest occupied orbital energy (spin up / spin down) (eV): -8.3 / -8.3
Spin multiplicity: 1
Calculated total energy (eV): -19906.0812
Relative energy (zero: lowest compared OMol25 entry of this formula, charge and spin) (kcal/mol): 81.68
Orbital gap (spin up / spin down) (eV): 7.579 / 7.583

=====

[4]
The following is a quantum chemistry calculation of C9H14IrNSe5Te2 as an isolated structure, from the Open Molecules 2025 dataset.

Structure (XYZ):
```
32
Properties=species:S:1:pos:R:3:lowdin_charge:R:1
Ir -0.05 -0.05 0.63 -0.227
Se 2.27 -0.26 1.46 -0.047
Te 2.07 0.87 -0.71 0.286
Te 1.19 3.36 -0.03 0.215
Se -0.44 2.28 1.53 -0.161
C -3.67 -0.05 0.44 -0.374
Se -2.12 0.32 -0.67 0.814
C -2.17 -1.35 -1.70 -0.517
C -1.67 -2.53 -0.91 -0.511
Se 0.22 -2.22 -0.52 0.792
C 0.51 -3.66 0.73 -0.361
H -4.52 -0.19 -0.23 0.034
H -3.82 0.82 1.06 0.035
H -3.50 -0.92 1.07 -0.029
H -1.56 -1.16 -2.58 0.065
H -3.20 -1.49 -2.04 0.075
H -1.76 -3.47 -1.46 0.080
H -2.18 -2.63 0.05 0.055
H 0.26 -4.60 0.23 0.033
H -0.09 -3.50 1.62 -0.021
H 1.57 -3.64 0.98 0.026
Se -1.18 -1.11 2.51 0.641
C -0.50 -0.54 4.20 -0.606
C 0.44 0.45 4.43 -0.166
C 0.80 0.74 5.74 -0.149
N 0.30 0.13 6.81 0.044
C -0.61 -0.82 6.58 -0.165
C -1.04 -1.19 5.31 -0.142
H 0.90 0.99 3.61 -0.014
H 1.54 1.51 5.93 0.106
H -1.02 -1.31 7.45 0.100
H -1.77 -1.97 5.20 0.089
```

Output
Highest occupied orbital energy (eV): -7.2
Spin multiplicity: 1
Calculated total energy (eV): -355209.6452
Relative energy (zero: lowest compared OMol25 entry of this formula, charge and spin) (kcal/mol): 0.00
Orbital gap (eV): 6.317

=====

[5]
The following is a quantum chemistry calculation of C9H14MnN2P as an isolated structure, from the Open Molecules 2025 dataset.

Structure (XYZ):
```
27
Properties=species:S:1:pos:R:3:lowdin_charge:R:1
C 0.48 0.39 -2.71 -0.272
C -0.66 -0.46 -2.97 -0.190
C -0.41 -1.72 -2.36 -0.224
C 0.93 -1.74 -1.85 -0.229
C 1.51 -0.41 -2.05 -0.287
Mn 1.15 1.01 -0.11 0.093
P -0.27 2.93 -0.67 0.528
H 0.65 1.39 -3.14 0.041
H -1.51 -0.26 -3.60 0.049
H -1.07 -2.58 -2.40 0.060
H 2.56 -0.14 -1.96 0.038
H 1.47 -2.62 -1.51 0.065
H -1.43 3.26 0.10 -0.173
H -0.66 3.20 -2.05 -0.147
H 0.72 3.94 -0.37 -0.154
C -0.11 1.33 2.64 -0.104
C -0.18 -0.07 2.19 -0.445
N 0.07 -0.57 0.97 0.041
C -0.26 -1.94 1.07 -0.116
C -0.53 -2.25 2.34 -0.116
N -0.52 -1.05 3.04 0.071
H -1.12 1.75 2.72 0.082
H 0.35 1.33 3.65 0.073
H 0.50 1.97 1.97 -0.012
H -0.30 -2.58 0.20 0.080
H -0.67 -3.20 2.84 0.098
H -0.71 -0.90 4.02 0.150
```

Output
Highest occupied orbital energy (spin up / spin down) (eV): -0.6 / -0.8
Spin multiplicity: 6
Net charge: -1
Calculated total energy (eV): -53145.2214
Relative energy (zero: lowest compared OMol25 entry of this formula, charge and spin) (kcal/mol): 0.00
<S²>: 8.979
Orbital gap (spin up / spin down) (eV): 3.567 / 3.637

=====

[6]
The following is a quantum chemistry calculation of an isolated ion of composition C9H14N and charge +1, from the Open Molecules 2025 dataset.

Structure (XYZ):
```
24
Properties=species:S:1:pos:R:3:lowdin_charge:R:1
C 0.69 -0.81 1.84 -0.036
C 0.33 1.48 -0.15 -0.154
C 1.16 -1.72 0.95 -0.078
C 1.45 -1.27 -0.56 -0.064
C -1.12 -1.52 -1.17 -0.104
C -1.82 -0.21 -0.55 -0.045
C 0.20 -0.70 -1.26 -0.288
C -0.40 0.48 -0.61 -0.218
C -0.15 2.49 0.78 -0.081
N 0.45 0.06 2.56 0.377
H 1.97 -2.37 1.25 0.154
H 0.19 -2.38 0.91 0.174
H 2.24 -0.58 -0.49 0.101
H 1.82 -2.10 -1.10 0.110
H -1.11 -2.44 -0.55 0.101
H -1.61 -1.82 -2.11 0.115
H -2.52 0.17 -1.27 0.099
H -2.35 -0.28 0.41 0.102
H 0.34 -0.71 -2.35 0.158
H 1.33 1.51 -0.57 0.127
H -1.03 2.05 1.14 0.055
H -0.46 3.42 0.27 0.114
H 0.70 2.63 1.42 0.075
H 0.18 0.71 3.35 0.207
```

Output
Highest occupied orbital energy (eV): -12.7
Spin multiplicity: 1
SMILES: C/C=C1\CC[C@@H]1CCC#[NH+]
Net charge: +1
Calculated total energy (eV): -11039.8368
Relative energy (zero: lowest compared OMol25 entry of this formula, charge and spin) (kcal/mol): 91.84
Orbital gap (eV): 8.818

=====

[7]
The following is a quantum chemistry calculation of C9H14N2O as an isolated structure, from the Open Molecules 2025 dataset.

Structure (XYZ):
```
26
Properties=species:S:1:pos:R:3:lowdin_charge:R:1
C -1.65 -0.58 2.02 -0.124
C -2.23 0.12 0.65 -0.208
C -1.56 -0.47 -0.62 -0.405
C -1.98 0.45 -1.87 -0.003
C -0.27 -0.57 -0.36 -0.316
C 1.60 -2.04 -0.07 -0.151
C 2.39 -1.03 0.03 -0.193
C 0.64 0.51 0.05 -0.335
C 1.48 2.54 0.18 -0.087
H -2.39 -0.22 2.82 0.066
H -1.74 -1.77 2.16 0.109
H -0.46 -0.38 2.08 0.102
H -3.41 -0.35 0.69 0.149
H -2.37 1.48 0.44 0.206
H -1.86 -1.50 -0.69 0.141
H -1.77 -0.14 -2.67 0.031
H -3.09 0.61 -1.82 0.102
H -1.19 1.18 -1.93 0.076
H 2.01 -3.12 0.07 0.134
H 3.62 -1.17 -0.12 0.166
H 0.93 3.60 -0.10 0.125
H 2.13 2.15 -0.69 0.122
H 1.76 2.84 1.27 0.114
N 0.31 -1.76 -0.51 0.165
N 1.86 0.18 -0.02 0.097
O 0.26 1.78 0.26 -0.082
```

Output
Highest occupied orbital energy (eV): -8.9
Spin multiplicity: 1
Calculated total energy (eV): -14581.3532
Relative energy (zero: lowest compared OMol25 entry of this formula, charge and spin) (kcal/mol): 143.63
Orbital gap (eV): 9.778

=====

[8]
The following is a quantum chemistry calculation of a 2-piece molecular cluster, C9H14N2O2 overall, from the Open Molecules 2025 dataset.

Structure (XYZ):
```
27
Properties=species:S:1:pos:R:3:lowdin_charge:R:1
C 1.03 0.89 1.91 -0.508
C 0.80 -0.17 2.64 -0.095
C 1.32 -1.32 2.33 -0.069
C 2.71 -0.33 0.47 -0.476
C -0.54 0.67 -2.25 -0.166
C -1.18 -0.67 -2.17 -0.203
C -1.29 -0.85 -0.57 -0.148
C -2.03 0.44 -0.28 -0.254
C -1.39 1.40 -1.12 -0.185
H 2.47 1.82 0.59 0.200
H -0.20 -0.09 3.19 0.177
H 0.98 -2.18 2.89 0.133
H 2.52 -2.21 0.87 0.119
H 0.46 0.43 -2.09 0.083
H -0.64 1.15 -3.13 0.066
H -0.90 -1.68 -2.78 0.146
H -2.20 -0.73 -2.57 0.100
H -0.44 -1.11 0.16 0.116
H -1.96 -1.66 -0.49 0.074
H -1.87 0.71 0.66 0.059
H -3.07 0.38 -0.36 0.107
H -0.72 2.00 -0.47 0.107
H -2.05 2.21 -1.48 0.119
N 2.12 0.88 0.96 0.196
N 2.39 -1.41 1.43 0.131
O 0.50 1.97 2.23 0.047
O 3.20 -0.53 -0.58 0.126
```

Output
Highest occupied orbital energy (eV): -9.7
Spin multiplicity: 1
SMILES: O=c1cc[nH]c(=O)[nH]1.C1CCCC1
Calculated total energy (eV): -16632.7885
Relative energy (zero: lowest compared OMol25 entry of this formula, charge and spin) (kcal/mol): 75.87
Orbital gap (eV): 9.999

=====

[9]
The following is a quantum chemistry calculation of a 2-piece molecular cluster, C9H14N3S overall, from the Open Molecules 2025 dataset.

Structure (XYZ):
```
27
Properties=species:S:1:pos:R:3:lowdin_charge:R:1
C 1.00 -1.01 -3.62 -0.090
C 0.08 -1.56 -2.68 -0.063
C 1.78 0.04 -3.33 -0.087
C -0.12 -1.04 -1.48 -0.048
C 1.88 0.48 -1.94 -0.116
C 0.71 0.01 -1.05 -0.279
C -1.26 1.37 1.78 -0.578
C -0.58 -0.75 2.49 -0.038
C -2.80 -0.03 3.04 -0.027
N 0.55 0.49 0.15 -0.053
N -1.52 0.35 2.54 -0.229
N 1.60 1.40 0.59 0.003
S -0.97 2.79 1.31 1.027
H 0.94 -1.43 -4.62 0.112
H -0.51 -2.34 -3.11 0.114
H 2.37 0.57 -4.11 0.129
H -0.89 -1.36 -0.77 0.114
H 2.81 -0.04 -1.55 0.166
H -0.84 -1.43 1.60 0.116
H 0.42 -0.42 2.18 0.078
H -0.53 -1.33 3.46 0.127
H -2.65 -0.66 3.94 0.118
H -3.29 0.92 3.43 0.129
H -3.36 -0.52 2.20 0.133
H 1.97 1.66 -1.93 0.155
H 1.79 2.14 -0.04 0.042
H 1.42 1.71 1.54 0.044
```

Output
Highest occupied orbital energy (eV): -11.2
Spin multiplicity: 1
Net charge: +1
Calculated total energy (eV): -24854.9921
Relative energy (zero: lowest compared OMol25 entry of this formula, charge and spin) (kcal/mol): 64.69
Orbital gap (eV): 6.294

=====

[10]
The following is a quantum chemistry calculation of an isolated molecule of C9H14N4O3, from the Open Molecules 2025 dataset.

Structure (XYZ):
```
30
Properties=species:S:1:pos:R:3:lowdin_charge:R:1
C -2.34 1.33 0.75 -0.354
C -1.01 1.62 1.34 -0.426
C -3.09 2.55 0.19 -0.059
C 0.19 -0.42 0.43 -0.250
C -0.53 -1.70 0.99 -0.453
C 1.70 -0.72 0.12 -0.076
C 2.19 -0.69 -1.30 -0.281
C 2.32 -1.71 -2.18 -0.099
C 2.84 0.15 -3.21 -0.224
H -2.92 1.30 2.63 0.060
H -4.14 0.71 1.84 0.103
H -2.17 0.58 -0.04 0.134
H -2.56 2.97 -0.75 0.102
H -4.13 2.42 -0.18 0.079
H -3.06 3.42 0.93 0.104
H 0.92 1.09 1.75 0.194
H -0.26 -0.29 -0.56 0.159
H 1.96 -1.72 0.54 0.120
H 2.39 -0.02 0.61 0.116
H 1.90 -2.75 -2.01 0.151
H 3.14 0.91 -3.91 0.113
H 2.71 -1.76 -4.28 0.182
H -1.92 -0.55 1.49 0.031
N -3.14 0.76 1.86 0.067
N 0.09 0.73 1.17 0.095
N 2.58 0.49 -1.99 0.089
N 2.68 -1.19 -3.38 0.032
O -0.83 2.56 2.08 0.086
O -0.09 -2.84 0.83 0.074
O -1.70 -1.50 1.53 0.133
```

Output
Highest occupied orbital energy (eV): -8.9
Spin multiplicity: 1
SMILES: C[C@H](N)C(=O)N[C@@H](Cc1c[nH]cn1)C(=O)O
Calculated total energy (eV): -21662.6197
Relative energy (zero: lowest compared OMol25 entry of this formula, charge and spin) (kcal/mol): 47.99
Orbital gap (eV): 9.543

=====

[11]
The following is a quantum chemistry calculation of C9H14N9O2ReS as an isolated structure, from the Open Molecules 2025 dataset.

Structure (XYZ):
```
36
Properties=species:S:1:pos:R:3:lowdin_charge:R:1
Re -0.45 -0.33 -0.80 1.463
C -0.85 -1.54 3.36 0.039
C -0.42 -1.11 2.02 -0.181
N -1.23 -0.95 1.00 -0.181
N -2.57 -1.17 1.22 0.040
C -3.29 -1.19 0.14 -0.716
N -4.59 -1.41 0.16 0.167
S -2.55 -0.93 -1.47 0.734
C 1.00 -0.81 1.73 -0.190
C 2.00 -0.94 2.67 0.071
C 3.31 -0.63 2.30 0.055
C 3.57 -0.20 1.02 0.028
C 2.52 -0.08 0.12 -0.073
N 1.26 -0.38 0.46 -0.083
H -1.92 -1.72 3.40 0.094
H -0.59 -0.77 4.09 0.132
H -0.31 -2.45 3.64 0.129
H -5.05 -1.58 1.04 0.153
H -5.14 -1.45 -0.68 0.128
H 1.78 -1.28 3.67 0.143
H 4.12 -0.74 3.02 0.150
H 4.57 0.06 0.70 0.143
H 2.68 0.28 -0.88 0.120
N 0.31 -0.46 -2.91 -0.025
N 0.58 0.83 -3.45 0.062
C 0.30 1.91 -2.70 -0.340
N 0.42 3.12 -3.17 0.293
N -0.09 1.58 -1.44 -0.047
N -0.52 2.52 -0.48 -0.379
O -0.95 1.95 0.51 0.080
O -0.43 3.69 -0.69 0.202
H 1.16 -1.03 -2.98 0.151
H -0.39 -0.92 -3.49 0.129
H 0.86 0.89 -4.42 0.196
H 0.68 3.29 -4.13 0.173
H 0.22 3.92 -2.58 0.140
```

Output
Highest occupied orbital energy (spin up / spin down) (eV): -18.5 / -18.4
Spin multiplicity: 4
Net charge: +3
Calculated total energy (eV): -39999.8728
<S²>: 3.772
Orbital gap (spin up / spin down) (eV): 6.398 / 6.047

=====

[12]
The following is a quantum chemistry calculation of a 3-piece molecular cluster, C9H14NO4 overall, from the Open Molecules 2025 dataset.

Structure (XYZ):
```
28
Properties=species:S:1:pos:R:3:lowdin_charge:R:1
C 1.83 1.12 -2.67 0.153
C 3.47 3.36 0.09 0.004
C 1.04 0.28 -1.95 -0.022
C 4.23 2.46 -0.11 0.044
C 0.58 0.51 -0.60 -0.213
C 2.89 -2.72 2.13 -0.455
C -1.72 -2.72 -0.34 -0.078
C -0.64 -0.16 2.17 -0.020
C -1.74 -1.90 0.90 -0.198
N -0.71 -0.88 0.94 -0.175
O 0.95 1.57 0.17 0.128
O 3.88 -2.64 2.65 0.263
O -0.30 -0.41 -0.22 0.097
O 1.88 -2.76 1.59 0.205
H 2.13 0.75 -3.62 0.082
H 1.97 2.10 -2.38 0.051
H 2.85 4.22 0.18 0.046
H 1.66 2.16 -0.20 0.084
H 0.70 -0.66 -2.28 0.116
H 4.86 1.59 -0.09 0.046
H -0.73 -2.98 -0.56 0.047
H -2.29 -3.76 -0.20 0.149
H -2.00 -2.17 -1.24 0.080
H -0.18 -0.78 2.92 0.095
H 0.06 0.74 2.08 0.115
H -1.63 0.22 2.45 0.110
H -1.47 -2.57 1.65 0.109
H -2.77 -1.52 0.98 0.136
```

Output
Highest occupied orbital energy (spin up / spin down) (eV): -12.5 / -12.5
Spin multiplicity: 1
Net charge: +1
Calculated total energy (eV): -19227.6383
Relative energy (zero: lowest compared OMol25 entry of this formula, charge and spin) (kcal/mol): 71.38
Orbital gap (spin up / spin down) (eV): 7.585 / 7.586